Entry 1:
# C3H6N3O

A gas-phase ion, C3H6N3O (charge -1) in a non-equilibrium geometry (ωB97M-V with the def2-TZVPD basis set, OMol25).

```
13
Properties=species:S:1:pos:R:3:mulliken_charge:R:1
O 1.951 -1.734 0.244 -0.667
N -0.860 -0.627 -0.416 -0.196
N -2.180 -0.927 -0.181 -0.617
N 2.237 -0.484 0.127 -0.182
C 1.762 0.525 -0.797 -0.522
C 0.989 0.603 0.426 -0.355
C -0.368 0.224 0.405 0.002
H 1.445 1.373 1.076 0.296
H -2.629 -0.607 0.743 0.227
H 2.666 1.162 -0.999 0.203
H -0.977 0.597 1.305 0.176
H 1.284 0.255 -1.683 0.392
H -2.105 -1.949 -0.202 0.241
```

Properties
HOMO level (spin up / spin down) = -1.802 / -1.803 eV
LUMO (spin up / spin down) = 4.42 / 4.42 eV
orbital gap (spin up / spin down) = 0.228 / 0.229 Eh
charge = -1
E = -9721.087 eV
SMILES string = N/N=C/[C@@H]1CN1[O-]

=====

Entry 2:
# C42H58BrCl2MnN3O6P2SSi

A molecular structure, C42H58BrCl2MnN3O6P2SSi in a non-equilibrium geometry (ωB97M-V with the def2-TZVPD basis set, OMol25).

```
117
Properties=species:S:1:pos:R:3:mulliken_charge:R:1
Br -0.325 6.179 5.583 -0.186
Mn -0.498 1.340 -0.566 -0.215
Cl 0.806 0.557 3.998 -0.160
Cl -2.017 1.353 4.200 -0.230
S -0.874 -1.064 0.212 -0.245
P -2.815 -1.609 0.564 1.417
P -2.670 2.146 -0.257 1.124
Si 0.063 -3.089 -0.036 -4.200
O 1.605 -2.958 -0.379 1.727
O -0.463 -3.710 1.369 1.063
O -0.516 1.594 1.460 0.745
O -0.705 -3.803 -1.265 0.787
O 1.320 0.762 -0.376 -0.028
O -0.140 3.663 2.286 -0.377
N 4.162 6.247 1.463 -0.494
N 0.222 3.161 -0.775 1.078
N 4.449 5.313 0.703 -0.431
C 4.121 2.932 0.583 -0.708
C -0.300 2.457 2.385 -0.554
C 0.870 -4.692 3.121 -1.444
C 3.565 4.175 0.516 -0.253
C 2.226 4.293 0.065 1.182
C -0.871 0.895 -3.581 0.544
C -0.348 -4.066 -2.652 1.838
C 1.249 7.295 3.494 -0.653
C -1.568 -4.731 -3.258 -1.788
C 3.378 1.766 0.330 -0.141
C -2.062 0.136 -5.533 -0.874
C -3.542 2.742 -1.767 -1.406
C 2.273 7.282 2.558 -0.176
C 1.871 5.069 4.175 -0.512
C -1.480 -5.395 2.703 -1.692
C -3.354 -3.188 -0.076 -0.972
C -0.176 -4.966 2.058 1.430
C -0.350 1.886 3.803 0.267
C -3.935 0.979 0.408 -1.358
C 3.543 -1.808 -1.098 -1.626
C -0.053 -2.736 -3.327 -1.106
C 0.206 1.284 -4.386 -0.495
C 0.304 -6.006 1.056 -1.232
C -0.324 4.326 -1.017 -0.104
C 2.064 1.826 -0.080 0.254
C 0.851 -5.002 -2.715 -1.550
C 2.738 -1.603 1.290 -1.071
C 1.585 5.522 -0.214 -0.604
C 3.048 6.146 2.384 -0.055
C -0.746 1.071 -2.161 0.330
C 1.058 6.181 4.294 0.020
C 0.333 5.536 -0.756 -1.367
C 3.710 -3.762 0.429 -1.670
C -3.901 -0.416 -0.232 -0.005
C 0.143 1.096 -5.758 -0.795
C -0.985 0.518 -6.329 -0.517
C 1.499 3.131 -0.258 -1.122
C -2.934 3.498 0.938 -1.569
C 2.855 5.041 3.200 -0.135
C 2.918 -2.514 0.088 2.036
C -2.008 0.327 -4.164 0.183
C -3.096 -1.615 2.321 -0.661
H 4.712 -3.487 0.765 0.474
H -3.352 -3.169 -1.165 0.190
H -0.449 -6.175 0.280 0.214
H 1.735 4.226 4.836 0.663
H -1.331 -6.323 3.257 0.520
H -1.310 4.322 -1.464 0.400
H 3.490 4.171 3.099 0.487
H 1.070 -5.248 -3.756 0.554
H -2.254 -5.571 1.951 0.340
H 0.212 -2.890 -4.376 0.737
H 2.093 6.456 -0.019 0.661
H -2.423 -4.049 -3.260 0.268
H -2.251 4.327 0.764 0.317
H 2.259 -2.139 2.116 0.098
H 3.709 -1.247 1.639 0.637
H 1.019 -5.582 3.737 0.489
H 2.123 -0.738 1.028 -0.236
H 0.551 -3.870 3.765 0.302
H -2.576 -2.483 2.727 -0.091
H -2.837 2.958 -2.569 0.355
H -3.966 3.846 0.868 0.655
H 2.479 8.157 1.950 0.458
H 0.499 -6.953 1.563 0.581
H -3.579 -0.365 -1.275 -0.700
H 3.652 -2.509 -1.932 0.343
H -3.820 0.931 1.493 0.512
H -2.751 3.129 1.946 0.314
H -4.366 -3.350 0.303 0.661
H 1.080 1.725 -3.920 0.507
H 3.227 -4.330 1.225 0.224
H -1.829 -4.635 3.407 0.309
H -4.888 -0.887 -0.214 0.807
H -2.669 -0.715 2.762 -0.145
H -4.125 3.638 -1.551 0.398
H 0.624 8.169 3.616 0.446
H 1.234 -5.683 0.571 0.207
H 5.169 2.858 0.857 0.465
H 1.734 -4.536 -2.275 0.042
H 3.805 -4.407 -0.448 0.309
H -1.363 -5.022 -4.291 0.448
H 4.535 -1.434 -0.835 0.486
H 0.976 1.396 -6.381 0.450
H -2.692 -3.980 0.262 -0.055
H 0.637 -5.931 -2.180 0.316
H 1.827 -4.429 2.670 0.085
H -0.108 2.658 4.514 0.272
H -4.904 1.437 0.212 0.565
H -4.224 1.970 -2.134 0.481
H -1.832 -5.627 -2.691 0.345
H -4.166 -1.680 2.537 0.503
H -0.930 -2.085 -3.284 0.024
H 0.782 -2.227 -2.832 -0.094
H -2.941 -0.309 -5.985 0.461
H -1.027 0.365 -7.400 0.422
H -2.847 0.042 -3.538 0.363
H 3.850 0.800 0.432 0.345
H -0.163 6.469 -0.989 0.499
H 2.914 -0.975 -1.412 0.072
```

Properties
HOMO level (spin up / spin down) = -9.266 / -9.266 eV
LUMO (spin up / spin down) = -2.71 / -2.72 eV
orbital gap (spin up / spin down) = 0.241 / 0.241 Eh
charge = +1
E = -224948.072 eV

=====

Entry 3:
# C61H94BF4NO32S2

15 unconnected molecules or ions with the total composition C61H94BF4NO32S2 in a non-equilibrium geometry (ωB97M-V with the def2-TZVPD basis set, OMol25).

```
195
Properties=species:S:1:pos:R:3:mulliken_charge:R:1
S 1.833 -5.416 0.130 0.247
S 2.469 -1.049 6.398 0.357
F 2.345 1.993 -5.163 -0.325
F -2.241 -1.697 3.234 0.106
F -6.728 -1.207 -1.828 -0.321
F -0.901 2.479 -6.099 -0.399
O -6.903 3.685 -2.758 -0.394
O 3.446 5.121 1.633 -0.655
O -3.711 3.570 -6.438 -0.060
O -1.523 1.503 -1.744 0.477
O 5.991 -4.014 -1.676 -0.646
O -0.047 -5.140 6.065 -0.597
O -0.405 -2.355 -3.497 -0.227
O 4.763 0.307 2.052 0.019
O 5.522 -1.939 -1.041 -0.031
O 7.600 -2.482 -1.185 -0.331
O 1.873 -1.268 5.021 -0.393
O 0.952 4.297 5.206 -0.418
O -6.583 5.476 -1.612 -0.382
O 1.936 -4.074 0.797 -0.185
O 2.873 4.862 3.791 -0.611
O 0.206 -1.620 -5.503 -0.420
O -0.991 -3.395 -5.435 -0.354
O -1.552 4.269 3.571 0.037
O 1.889 2.764 3.615 0.137
O 0.083 -4.718 3.851 -0.024
O 5.566 -0.817 3.748 -0.418
O 1.869 -4.514 5.103 -0.425
O -4.808 5.326 -5.636 -0.610
O 2.027 2.588 1.351 -0.441
O -1.270 4.043 1.455 -0.200
O -2.960 5.340 2.159 -0.636
O 3.066 3.413 5.733 -0.661
O -5.052 3.821 -1.475 -0.447
O 0.181 4.475 7.285 -0.646
O -3.300 4.248 -4.384 0.061
O 2.895 3.664 7.975 -0.608
O 4.809 -1.925 1.966 -0.433
N -0.351 -0.289 0.496 1.437
C -0.326 0.751 -1.874 0.466
C -2.460 0.859 -6.750 0.256
C -0.289 -1.736 0.086 1.216
C 1.059 4.196 6.517 0.810
C -4.433 -1.296 -2.101 -0.699
C -2.871 -0.188 -7.545 -1.126
C 1.550 0.361 7.126 -0.304
C -3.161 -3.175 -1.267 -0.160
C -2.318 4.617 4.703 -0.838
C -1.685 0.147 4.603 0.036
C 0.363 0.583 -0.527 0.567
C -2.056 -0.589 -8.614 -0.629
C -4.400 3.543 -7.677 -0.850
C 0.909 -0.478 -5.029 -0.327
C -4.012 4.437 -5.481 0.571
C 3.107 1.757 -4.079 0.011
C 5.847 -1.979 4.485 -0.237
C 2.239 3.152 2.383 0.013
C 6.352 -2.907 -1.327 0.736
C -1.698 4.101 0.088 -1.153
C 5.284 1.525 2.631 -0.869
C 3.502 -5.960 -0.382 -0.851
C -1.994 4.662 2.377 0.498
C 3.463 2.061 -1.700 -0.603
C -1.253 1.480 -6.927 0.308
C 1.793 -0.500 1.858 -0.228
C -0.446 -2.430 -4.701 0.461
C -3.014 5.292 -3.499 -0.423
C 0.336 -0.029 1.813 0.171
C -2.249 1.558 -2.972 -0.425
C 1.765 -2.340 7.467 -1.035
C -2.277 -1.099 4.463 0.313
C 4.858 0.539 -2.953 -0.733
C 4.135 -2.096 -1.310 -0.521
C -1.283 -5.071 3.684 -0.821
C 2.935 4.507 2.522 0.191
C 4.134 0.842 -4.130 -0.302
C -5.561 -3.014 -0.814 -0.829
C -5.767 6.382 -0.860 -0.545
C 2.570 -4.112 3.925 -0.007
C -2.177 -0.020 6.952 -0.888
C -4.315 -3.635 -0.616 -0.817
C -0.867 -2.663 1.156 -1.502
C -2.937 -1.166 6.702 -0.800
C 5.016 -0.896 2.547 0.888
C -0.826 0.024 -8.818 -0.602
C -1.756 0.239 0.697 -0.197
C -3.222 -1.942 -1.895 1.193
C -6.454 2.443 -3.284 -0.513
C -2.850 -1.828 5.489 -0.863
C -1.451 -4.559 -4.761 -0.426
C 2.472 3.783 6.864 0.134
C -0.444 1.052 -7.943 -0.097
C 2.760 2.296 -2.857 0.029
C 0.579 -4.827 5.105 0.649
C -6.078 4.294 -1.874 0.833
C 4.521 1.148 -1.762 -0.491
C -1.649 0.685 5.867 -0.342
C 8.596 -3.490 -1.236 -0.770
C 0.923 -5.377 -1.486 -0.516
C -5.575 -1.870 -1.598 0.437
B 2.219 3.814 4.585 1.456
H 2.167 -3.319 7.226 0.308
H -6.102 6.371 0.177 0.295
H 3.938 -1.911 -2.369 0.589
H 5.121 0.952 -0.882 0.480
H -2.258 6.026 -3.801 0.394
H -2.336 -1.449 -2.273 -0.476
H -0.541 -0.219 -2.338 -0.434
H -2.173 -0.158 1.620 0.182
H -3.108 1.159 -5.934 0.513
H -2.392 -0.129 -0.103 -0.552
H -0.945 -1.751 -0.782 -0.303
H 5.115 1.403 3.702 0.443
H 3.604 -4.000 4.237 0.127
H -2.615 5.666 4.626 0.357
H -4.523 -0.346 -2.609 0.377
H 0.391 1.199 -2.568 -0.101
H 8.292 -4.214 -1.994 0.337
H -2.108 -5.161 -5.384 0.292
H 6.366 1.469 2.526 0.380
H 0.260 0.385 -4.869 0.047
H 2.572 -4.850 3.125 0.263
H -4.383 -4.473 0.066 0.448
H 4.783 2.413 2.275 0.066
H -1.321 -5.404 2.646 0.271
H -2.133 -4.358 -3.929 0.031
H 4.310 0.533 -5.157 0.421
H -6.516 -3.299 -0.394 0.464
H -0.115 -0.657 2.580 -0.460
H -3.373 -2.759 5.333 0.392
H -3.876 5.885 -3.199 0.401
H 3.718 -1.192 -0.866 -0.359
H -3.290 4.112 4.741 0.349
H 5.658 -0.179 -3.058 0.568
H -5.891 1.786 -2.624 0.189
H 3.923 -5.174 -1.008 0.106
H 0.679 -2.243 7.437 0.206
H 0.817 1.433 -0.025 -0.053
H -0.580 -5.097 -4.394 0.270
H 2.121 0.034 2.753 0.556
H 0.478 1.613 -8.064 0.482
H 9.574 -3.078 -1.468 0.271
H -1.877 -2.416 1.500 0.455
H -3.473 -1.642 7.514 0.353
H 1.866 -1.575 2.014 -0.734
H 1.450 1.225 6.477 -0.436
H 1.992 -2.126 8.516 0.496
H 2.079 0.505 8.069 0.637
H -2.479 3.368 -0.105 0.418
H -1.605 -5.931 4.272 0.452
H -2.053 5.121 -0.061 0.723
H -2.198 0.391 7.952 0.523
H 1.136 -0.095 -0.908 -0.857
H -4.691 6.235 -0.874 0.180
H 6.368 -1.649 5.378 0.282
H 3.382 -6.881 -0.949 0.468
H -3.840 -0.637 -7.381 0.482
H -2.528 0.581 -3.378 -0.257
H 1.592 -0.184 -5.816 0.417
H -4.477 4.554 -8.086 0.334
H -1.684 2.140 -3.702 0.456
H -7.408 1.944 -3.463 0.396
H 3.754 -3.018 -0.886 0.306
H -2.052 -4.312 3.829 0.084
H 0.725 -1.952 -0.238 0.041
H 6.433 -2.804 4.070 0.256
H 8.728 -4.084 -0.329 0.281
H -2.501 4.899 -2.621 -0.273
H 0.521 0.094 7.372 0.012
H -0.814 3.878 -0.502 0.258
H -3.159 2.116 -2.747 -0.129
H -0.139 -0.223 -9.613 0.434
H -6.031 7.355 -1.272 0.286
H -2.327 -1.483 -9.161 0.366
H -0.924 -3.688 0.800 0.723
H -5.315 2.968 -7.576 0.319
H 3.160 2.541 -0.779 0.736
H 1.602 -5.339 -2.334 0.417
H 1.884 2.935 -2.790 0.295
H 4.912 -2.490 4.728 -0.202
H -1.643 1.317 0.729 0.149
H 4.087 -6.093 0.523 0.334
H -1.156 1.614 6.128 1.025
H -1.335 0.570 3.672 0.079
H 0.227 -6.212 -1.460 0.492
H -0.380 -2.586 2.128 -0.382
H -1.837 4.438 5.658 0.210
H -3.680 3.127 -8.384 0.229
H 0.314 -4.475 -1.401 -0.274
H -5.944 2.537 -4.243 0.124
H 2.457 -0.177 1.059 -0.236
H -2.251 -3.745 -1.156 0.569
H 0.264 0.997 2.168 0.849
H 2.137 -3.182 3.567 -0.009
H 1.431 -0.646 -4.087 0.218
```

Properties
HOMO level = -8.870 eV
LUMO = -0.05 eV
orbital gap = 0.324 Eh
charge = 0
E = -165009.272 eV

=====

Entry 4:
# C18H11BCo2F3NO6

A molecular structure, C18H11BCo2F3NO6 in a non-equilibrium geometry (ωB97M-V with the def2-TZVPD basis set, OMol25).

```
42
Properties=species:S:1:pos:R:3:mulliken_charge:R:1
Co -2.026 -2.284 -0.969 0.031
Co -0.682 -3.811 -2.564 0.016
F -2.428 2.682 -0.529 -0.343
F -2.629 3.177 1.751 -0.374
F -1.355 4.560 0.343 -0.369
O -4.062 -2.766 1.085 -0.321
O -1.251 -2.191 -4.893 -0.322
O -3.185 -0.292 -2.745 -0.288
O -3.560 -4.472 -2.172 -0.438
O 2.131 -4.452 -2.979 -0.331
O -1.149 -6.481 -3.631 -0.335
N 0.384 2.903 1.790 0.280
C 3.909 1.819 2.339 -0.690
C -0.467 2.357 0.918 -0.887
C 0.258 1.219 0.149 1.680
C 1.036 -4.167 -2.764 0.496
C -1.012 -2.796 -3.942 0.099
C -0.259 -0.116 0.455 -1.012
C -3.241 -2.553 0.302 0.130
C 2.750 2.563 2.556 -0.877
C 2.843 0.676 0.444 -0.490
C -2.592 -3.844 -1.946 0.429
C 0.141 4.032 2.664 -0.916
C -0.949 -5.435 -3.186 0.359
C 3.950 0.893 1.279 -0.561
C 1.677 1.388 0.698 -0.045
C 1.665 2.328 1.721 0.333
C -0.676 -1.152 -0.542 0.840
C -0.232 -2.379 -0.914 -1.417
C -2.725 -1.100 -2.063 0.101
B -1.842 3.249 0.584 0.522
H 0.249 1.483 -0.908 0.557
H 4.868 0.336 1.119 0.393
H 4.764 1.968 3.005 0.390
H 0.560 -2.903 -0.363 0.551
H 2.673 3.315 3.337 0.262
H 0.441 -0.667 1.118 0.555
H 2.871 -0.053 -0.372 0.483
H -0.781 3.917 3.234 0.316
H -1.117 -0.021 1.144 0.520
H 0.076 4.961 2.090 0.322
H 0.975 4.105 3.356 0.349
```

Properties
HOMO level = -8.161 eV
LUMO = -1.45 eV
orbital gap = 0.246 Eh
charge = 0
E = -116702.388 eV